Here is 2 unconnected molecules or ions with the total composition C29H22BF9 at a distorted geometry from the OMol25 dataset. Energies are from ωB97M-V with the def2-TZVPD basis set.

Each line ends with the natural charge from an NBO analysis.
CARTESIAN COORDINATES (ANGSTROEM)
1 C -2.73087 -0.57462 3.65645  -0.61
2 C -1.67121 -1.08545 2.70669  -0.43
3 C -0.25927 -1.38253 3.13837  -0.05
4 C 0.34299 -2.64786 2.94029  0.09
5 C -0.47919 -3.82818 2.47347  -0.66
6 C 1.74059 -2.73614 3.01357  -0.25
7 C 2.53080 -1.61309 3.31422  -0.02
8 C 4.01777 -1.74707 3.47157  -0.63
9 C 1.90763 -0.38082 3.53840  -0.21
10 C 0.52293 -0.26521 3.48605  0.00
11 C -0.09719 1.10406 3.58515  -0.63
12 H -3.62420 -1.22204 3.63749  0.21
13 H -2.35507 -0.47982 4.67553  0.21
14 H -3.09292 0.42033 3.34752  0.20
15 H -2.05474 -1.88756 2.08075  0.22
16 H 0.14812 -4.69722 2.24307  0.21
17 H -1.22499 -4.16735 3.20543  0.22
18 H -1.03563 -3.58940 1.55553  0.22
19 H 2.24764 -3.67644 2.76304  0.20
20 H 4.46476 -0.75898 3.63311  0.21
21 H 4.27235 -2.40044 4.32274  0.22
22 H 4.47422 -2.18139 2.57176  0.21
23 H 2.52827 0.51630 3.67104  0.20
24 H 0.67244 1.87661 3.61817  0.21
25 H -0.70364 1.33729 2.70251  0.21
26 H -0.73461 1.25041 4.46144  0.22
27 F -1.68953 5.92734 1.34775  -0.32
28 C -1.96517 4.61708 1.03593  0.47
29 C -3.29248 4.18879 1.03513  -0.39
30 C -3.52314 2.90392 0.57613  0.52
31 F -4.79121 2.40468 0.72474  -0.32
32 C -2.52570 2.07415 0.00334  -0.57
33 B -2.83856 0.92784 -0.97684  0.89
34 C -4.25314 0.35926 -1.17464  -0.51
35 C -4.94324 -0.57794 -0.38692  0.48
36 F -4.33923 -1.04343 0.75576  -0.32
37 C -6.21443 -1.03171 -0.69816  -0.36
38 C -6.80942 -0.50057 -1.83799  0.43
39 F -8.07881 -0.90814 -2.16944  -0.32
40 C -6.18904 0.42555 -2.67753  -0.36
41 C -4.91939 0.82357 -2.30999  0.46
42 F -4.26711 1.75152 -3.09000  -0.33
43 C -1.70037 0.28022 -1.78652  -0.52
44 C -1.46817 -1.10506 -1.75558  0.48
45 F -2.13622 -1.85460 -0.81646  -0.32
46 C -0.57338 -1.75136 -2.59223  -0.37
47 C 0.11434 -0.95424 -3.50559  0.45
48 F 0.92926 -1.56453 -4.43194  -0.32
49 C 0.03991 0.44311 -3.51584  -0.37
50 C -0.86721 1.01848 -2.64100  0.48
51 F -0.94472 2.38682 -2.59566  -0.33
52 H -1.48690 -0.26600 2.04108  0.21
53 C -1.21411 2.48659 0.33626  0.52
54 F -0.16929 1.58990 0.22265  -0.32
55 C -0.88868 3.75548 0.79238  -0.35
56 H -4.10863 4.83891 1.35017  0.26
57 H -6.72810 -1.77000 -0.07860  0.26
58 H -6.66079 0.82597 -3.56946  0.25
59 H -0.43708 -2.83119 -2.54224  0.26
60 H 0.64856 1.05266 -4.17617  0.25
61 H 0.14765 4.05272 0.93082  0.26

Electronic energy = -55563.5792 eV
Total charge = 0
E_HOMO = -0.30393 Eh
Multiplicity = 1
Strongest force on any atom = 1.71 eV Å⁻¹